{"formula": "C49H122NO22Zn", "method": "the ωB97M-V functional and the def2-TZVPD basis", "symbols": ["Zn", "C", "C", "C", "C", "C", "C", "N", "O", "C", "C", "C", "H", "H", "H", "H", "H", "H", "H", "H", "H", "H", "H", "H", "H", "H", "H", "H", "H", "H", "C", "C", "C", "O", "C", "C", "C", "O", "O", "O", "H", "H", "C", "C", "O", "H", "H", "H", "H", "H", "H", "C", "C", "O", "H", "H", "H", "H", "H", "H", "C", "C", "O", "H", "H", "H", "H", "H", "H", "C", "C", "O", "H", "H", "H", "H", "H", "H", "C", "C", "O", "H", "H", "H", "H", "H", "H", "C", "C", "O", "H", "H", "H", "H", "H", "H", "C", "C", "O", "H", "H", "H", "H", "H", "H", "C", "C", "O", "H", "H", "H", "H", "H", "H", "C", "C", "O", "H", "H", "H", "H", "H", "H", "C", "C", "O", "H", "H", "H", "H", "H", "H", "C", "C", "O", "H", "H", "H", "H", "H", "H", "C", "C", "O", "H", "H", "H", "H", "H", "H", "C", "C", "O", "H", "H", "H", "H", "H", "H", "C", "C", "O", "H", "H", "H", "H", "H", "H", "C", "C", "O", "H", "H", "H", "H", "H", "H", "C", "C", "O", "H", "H", "H", "H", "H", "H", "C", "C", "O", "H", "H", "H", "H", "H", "H"], "positions_angstrom": [[8.206126, -23.932808, 8.360095], [9.741222, -21.395184, 4.672949], [10.759517, -21.616292, 5.802390], [11.943006, -20.623990, 5.658610], [11.599776, -19.187618, 5.996793], [11.004823, -19.077662, 7.404543], [9.836274, -20.082698, 7.590907], [10.244001, -21.426025, 7.150502], [9.329481, -22.389212, 7.552933], [8.584122, -19.532201, 6.879618], [9.592306, -20.132042, 9.098877], [11.397600, -23.005549, 5.655212], [9.522331, -20.353022, 4.444933], [8.803435, -21.893212, 4.938702], [9.997270, -21.931824, 3.752693], [12.327541, -20.657342, 4.633598], [12.828295, -20.781576, 6.285630], [10.792225, -18.865034, 5.330185], [12.511358, -18.597959, 5.871148], [10.753051, -18.014093, 7.448906], [11.751630, -19.270213, 8.180025], [7.845327, -20.292940, 6.615845], [8.692298, -18.919368, 5.981799], [8.046564, -18.928089, 7.615978], [9.348208, -19.106238, 9.394593], [10.449805, -20.467504, 9.687007], [8.750188, -20.754163, 9.404541], [11.894677, -23.340215, 6.563588], [12.002109, -23.086983, 4.752715], [10.583606, -23.731578, 5.559935], [4.522263, -22.370540, 9.542561], [5.827792, -22.714117, 9.361953], [6.789829, -22.758709, 10.542073], [8.007853, -23.144543, 10.366608], [6.385508, -22.449928, 11.819775], [5.062495, -21.945264, 12.027923], [4.053620, -21.956933, 10.830860], [2.901756, -21.648816, 11.100983], [4.622042, -21.641869, 13.131767], [6.201288, -23.105357, 8.170189], [3.851981, -22.449649, 8.696479], [7.109200, -22.332114, 12.613111], [12.283927, -15.833684, 7.507585], [11.244071, -15.723217, 6.398572], [11.821498, -15.148885, 5.233485], [12.953318, -16.692243, 7.412001], [11.773120, -15.930394, 8.472430], [12.866766, -14.914895, 7.568375], [10.457589, -15.071624, 6.781363], [10.807559, -16.691272, 6.133897], [12.356886, -15.830090, 4.790586], [13.885900, -22.412484, 8.332516], [12.834558, -22.152093, 9.379694], [11.608929, -22.827180, 9.129809], [13.606013, -22.076854, 7.336950], [14.201285, -23.460295, 8.324457], [14.828754, -21.912215, 8.581308], [12.647845, -21.070991, 9.403315], [13.137742, -22.437203, 10.389985], [11.059325, -22.211692, 8.593920], [11.740131, -26.890731, 3.917443], [11.881173, -27.346838, 2.486858], [10.650887, -27.917848, 2.060180], [12.669382, -26.487044, 4.323012], [11.469971, -27.716128, 4.581957], [10.951621, -26.147317, 4.054151], [12.732806, -28.033287, 2.421229], [12.239252, -26.483521, 1.913220], [10.844459, -28.283123, 1.189631], [5.420352, -20.474157, 6.009219], [4.307609, -21.485461, 5.739844], [4.836301, -22.806899, 5.759688], [5.765753, -20.694966, 7.022972], [5.081839, -19.436916, 6.021058], [6.237956, -20.571400, 5.294887], [3.915342, -21.326739, 4.736208], [3.555907, -21.410699, 6.529093], [5.359896, -22.941284, 6.568332], [14.871089, -17.604976, 9.298813], [14.743584, -18.755758, 8.323649], [15.948488, -19.461976, 8.081785], [15.554250, -16.843543, 8.913965], [15.228843, -17.873376, 10.294907], [13.893447, -17.128472, 9.368035], [14.353406, -18.347362, 7.390762], [14.001932, -19.467760, 8.705607], [16.240149, -19.842722, 8.915230], [11.568161, -26.104856, 7.446670], [10.615448, -26.176646, 8.629695], [9.983718, -24.895627, 8.709540], [12.307883, -25.335906, 7.663874], [11.099591, -25.843333, 6.497336], [11.990830, -27.095574, 7.256122], [11.149517, -26.317466, 9.573350], [9.921229, -27.015679, 8.570365], [10.677740, -24.260702, 8.985930], [15.188798, -15.995853, 3.398365], [14.135394, -17.044090, 3.660741], [12.849130, -16.649007, 3.188010], [15.313365, -15.797112, 2.332222], [16.157301, -16.237645, 3.837316], [14.868519, -15.037236, 3.815158], [14.084970, -17.308146, 4.721705], [14.351841, -17.979554, 3.131949], [12.676643, -17.096394, 2.343944], [6.025640, -19.145927, 9.588999], [4.626686, -18.838886, 9.082990], [4.075687, -17.721491, 9.801446], [6.004167, -19.439412, 10.640501], [6.618878, -18.235972, 9.480121], [6.442117, -19.962336, 8.996037], [3.976452, -19.714833, 9.078438], [4.745624, -18.466925, 8.064182], [3.722486, -18.110990, 10.611308], [6.335143, -16.538835, 7.156986], [7.647991, -16.047703, 7.699605], [7.347064, -14.873550, 8.460198], [5.482805, -16.528017, 7.834626], [6.376258, -17.513484, 6.659925], [6.056686, -15.861243, 6.341538], [8.300204, -15.688473, 6.896920], [8.136400, -16.746852, 8.387081], [7.867860, -14.869809, 9.286167], [6.614390, -16.035694, 11.551138], [8.112922, -16.246167, 11.433354], [8.726722, -15.123792, 10.777946], [6.375017, -15.278049, 12.299191], [6.161195, -16.958670, 11.922908], [6.076468, -15.804650, 10.633422], [8.335423, -17.157397, 10.867584], [8.551385, -16.343043, 12.429997], [9.682047, -15.184833, 10.990581], [9.064903, -20.123019, 12.747322], [7.872635, -19.256698, 13.077942], [7.816109, -19.085023, 14.495597], [8.923166, -20.559574, 11.751951], [9.053259, -21.031023, 13.354604], [10.007139, -19.586891, 12.849328], [6.941043, -19.730765, 12.756094], [7.924905, -18.266323, 12.626595], [7.379739, -19.842195, 14.893781], [11.935113, -19.799605, 2.090265], [11.954508, -19.284100, 0.669590], [12.311943, -17.891034, 0.750063], [11.688592, -20.864046, 2.055488], [11.139781, -19.425688, 2.737812], [12.874907, -19.623498, 2.613673], [10.937384, -19.379465, 0.283414], [12.689519, -19.795015, 0.046696], [11.960450, -17.463335, -0.036322], [9.397176, -16.858790, 3.140010], [8.174650, -16.368657, 3.917304], [7.228092, -15.804076, 3.011980], [9.875812, -15.996466, 2.678538], [9.098501, -17.603044, 2.396444], [10.090673, -17.382430, 3.802883], [8.587669, -15.586830, 4.560642], [7.752279, -17.191714, 4.488239], [7.512033, -14.916468, 2.783052], [7.930260, -24.613054, 4.167040], [7.285286, -24.452609, 5.546317], [8.160729, -24.948168, 6.560362], [8.009031, -25.685524, 3.947288], [8.952074, -24.237727, 4.189765], [7.355806, -24.181696, 3.349988], [6.317191, -24.959779, 5.544210], [7.073397, -23.396585, 5.707637], [8.331107, -25.864286, 6.309657], [12.040553, -23.480985, 0.929960], [12.995331, -23.664208, 2.098101], [14.243047, -24.263139, 1.673100], [11.747483, -24.429195, 0.480707], [12.479368, -22.916849, 0.104391], [11.203262, -22.949381, 1.384400], [12.647877, -24.408339, 2.813555], [13.197221, -22.722028, 2.612413], [14.641301, -23.614147, 1.082148], [11.608657, -17.452796, 10.710826], [12.193521, -16.304645, 11.517022], [11.216958, -15.295949, 11.724094], [11.307375, -17.085917, 9.729043], [10.776023, -17.911771, 11.242788], [12.363839, -18.223431, 10.556880], [13.035589, -15.846844, 10.980218], [12.678175, -16.672904, 12.429185], [11.640363, -14.584453, 12.213803], [8.162557, -21.738515, 1.266051], [7.886909, -21.064913, -0.072733], [7.877015, -22.050676, -1.094430], [7.418251, -22.483984, 1.555694], [8.122850, -21.056605, 2.119334], [9.136370, -22.226708, 1.293367], [8.657037, -20.288940, -0.157715], [6.909216, -20.576041, -0.095517], [7.492802, -21.637917, -1.872863]], "forces_ev_per_angstrom": [[0.022, 2.490, 0.661], [-0.553, -0.741, -0.078], [1.442, 0.619, -0.103], [0.274, 0.750, -0.280], [-0.743, -0.636, 0.090], [0.629, -0.302, -0.895], [0.062, 0.636, -0.395], [1.013, -0.136, 1.014], [-0.956, -0.416, -0.582], [-1.078, -0.062, 0.640], [-0.738, 0.277, 0.196], [-1.526, -0.625, 0.338], [0.088, 0.004, 0.000], [-0.080, 0.250, 0.367], [0.503, 0.280, -0.054], [-0.143, -0.173, -0.085], [-0.379, -0.897, 0.073], [0.393, 0.418, -0.241], [-0.274, 0.380, -0.075], [-0.717, -0.382, 0.799], [0.141, -0.047, -0.074], [0.528, -0.305, 0.180], [0.557, 0.037, 0.057], [0.065, 0.242, -0.205], [0.104, 0.010, 0.207], [0.139, 0.027, -0.236], [0.027, -0.108, -0.293], [0.398, 0.386, -0.129], [0.244, 0.175, 0.132], [-0.036, -0.044, -0.115], [0.280, 0.225, 0.361], [-0.856, -0.528, -0.692], [1.043, -0.333, 0.813], [-0.299, -0.723, -2.051], [-0.808, 1.128, -0.884], [-0.175, -0.782, 0.615], [-0.364, 0.177, 0.584], [0.032, 0.049, -0.446], [0.167, 0.421, -0.166], [2.005, -0.678, 0.833], [-0.151, 0.090, 0.086], [0.050, -0.400, 0.054], [-0.382, -0.160, 0.491], [0.722, 0.171, -0.051], [-0.084, 0.027, 0.162], [-0.025, 0.105, -0.216], [0.131, 0.027, -0.214], [0.061, 0.009, -0.189], [-0.086, 0.108, -0.409], [-0.100, 0.146, 0.179], [-0.578, 0.347, -0.145], [1.109, -0.432, 0.315], [-0.473, 0.167, 0.160], [0.430, 0.194, 0.197], [-0.116, -0.233, 0.150], [-0.433, -0.143, -0.253], [-0.180, 0.337, 0.067], [-0.128, -0.027, 0.103], [0.311, -0.053, -0.113], [-0.208, -0.287, -0.517], [-0.274, -0.249, 0.732], [0.728, 0.510, 0.728], [0.690, 0.132, -0.410], [0.050, 0.121, -0.226], [0.004, -0.151, -0.167], [0.057, 0.135, -0.258], [-0.276, -0.440, 0.011], [-0.587, 0.029, -0.438], [-0.388, -0.060, 0.007], [-0.419, -0.202, 0.513], [0.949, -0.072, 0.138], [-0.165, -0.038, -0.655], [0.349, 0.087, -0.147], [-0.169, -0.026, -0.174], [-0.022, -0.104, -0.007], [-0.439, -0.094, 0.126], [-0.344, 0.274, -0.288], [-0.251, 0.222, 0.449], [0.188, 0.516, -0.253], [-0.297, -0.256, 0.705], [0.203, 0.249, -0.335], [0.065, -0.073, -0.062], [-0.156, -0.249, -0.006], [0.077, -0.016, 0.226], [0.295, -0.307, -0.224], [-0.139, 0.096, -0.121], [-0.011, 0.014, 0.007], [-0.023, -0.806, -0.011], [0.428, 0.636, -0.237], [-0.393, -1.010, 0.513], [0.293, -0.238, -0.140], [-0.412, 0.224, 0.271], [0.511, 0.151, 0.231], [0.205, -0.168, -0.116], [-0.456, 0.395, -0.198], [-0.126, 0.548, -0.056], [-0.062, 0.680, -0.042], [-0.126, -0.788, -0.780], [0.299, 0.139, 0.386], [0.036, -0.279, -0.047], [-0.029, -0.171, -0.019], [-0.037, -0.087, 0.186], [-0.134, 0.224, 0.047], [0.491, -0.005, 0.199], [-0.130, 0.139, 0.054], [-0.461, -0.146, -0.035], [0.605, 0.793, -0.293], [-0.322, -0.754, 0.148], [0.081, -0.074, 0.003], [0.171, -0.114, 0.031], [0.218, 0.053, 0.137], [-0.092, 0.079, 0.147], [-0.313, -0.274, -0.033], [-0.039, 0.299, 0.045], [-0.459, -0.079, -1.499], [-0.439, 1.099, 1.139], [-0.057, 0.320, 0.113], [0.427, 0.013, 0.448], [0.239, -0.101, 0.263], [-0.082, 0.098, 0.078], [0.191, -0.782, -0.069], [0.204, -0.277, -0.434], [0.017, -0.026, -0.300], [-0.288, -0.381, 0.534], [-0.233, 0.603, -0.342], [0.223, -0.327, 0.349], [0.150, 0.171, -0.107], [0.049, -0.040, -0.006], [0.389, 0.061, -0.206], [-0.030, -0.068, -0.023], [0.001, -0.073, 0.014], [-0.517, 0.245, -0.227], [-0.547, -0.655, -0.841], [-0.195, -0.583, 0.679], [-0.035, 0.729, 0.331], [0.401, 0.419, -0.216], [0.152, 0.254, 0.403], [0.067, -0.132, -0.016], [0.087, 0.001, -0.202], [0.067, -0.255, 0.182], [-0.073, -0.085, -0.191], [-0.231, -0.840, 0.148], [-0.306, 0.700, 1.098], [-0.167, -0.137, -0.516], [0.484, -0.142, 0.061], [-0.017, 0.615, -0.379], [0.097, -0.206, -0.127], [0.137, -0.070, -0.389], [-0.144, -0.198, -0.029], [0.137, 0.242, 0.095], [-0.435, -0.575, 0.193], [1.416, 0.441, -0.795], [-0.461, -0.372, 0.277], [0.264, -0.206, -0.108], [-0.050, 0.202, -0.218], [0.189, 0.336, 0.045], [-0.495, -0.123, 0.506], [-0.469, 0.250, 0.011], [0.080, 0.010, 0.073], [0.217, -0.931, 0.516], [-0.501, 0.800, -1.552], [-0.332, -0.471, -0.408], [0.024, -0.010, -0.109], [-0.055, 0.299, -0.154], [-0.058, 0.248, 0.195], [0.094, -0.069, 0.337], [0.363, -0.194, 0.440], [0.223, 0.001, 0.454], [0.159, -0.039, 0.612], [1.004, -0.988, -0.586], [-0.187, 0.589, -0.084], [-0.237, -0.075, 0.312], [0.034, 0.381, 0.247], [-0.393, -0.060, -0.621], [-0.477, 0.328, 0.110], [-0.112, 0.031, 0.054], [0.204, -0.210, -0.019], [0.101, 0.358, 0.313], [1.070, -0.322, -0.625], [0.300, -0.155, 0.527], [-0.288, -0.298, 0.244], [-0.125, 0.049, -0.120], [0.017, -0.015, 0.045], [-0.107, -0.090, -0.276], [-0.616, 0.059, 0.346], [-0.237, 0.111, -0.020], [-0.525, -0.220, 0.544], [-0.283, -0.173, 1.016], [0.438, 0.166, -0.167], [-0.046, -0.147, -0.490], [0.200, 0.412, -0.296], [0.029, 0.033, -0.215], [0.044, -0.059, -0.665], [0.060, 0.170, 0.382], [0.056, -0.135, -0.083]], "relative_energy_kj_mol": 0.0, "charge": -1, "gap_ev": 6.20, "lumo_ev": 1.517, "total_energy_ha": -5429.429366}